Arrangement one

C3H4N2 | ωB97M-V/def2-TZVPD

Atoms and positions in Å:
N (-0.01123, -1.35643, 0.20115)
N (-0.67971, 0.74607, -0.06602)
C (-1.02507, -0.54655, 0.10508)
C (0.75960, 0.74556, -0.06969)
C (1.10789, -0.58395, 0.04592)
H (-1.44877, 1.36590, -0.35019)
H (1.31088, 1.66744, 0.08982)
H (-2.04856, -0.88467, 0.12250)
H (2.03497, -1.15338, -0.07857)

Orbital gap   0.3636 Ha
Molar mass   68.08 g/mol
LUMO energy   0.94 eV

Here is what natural (NBO) gives for the atomic charges, in e: N -0.47; N -0.55; C 0.18; C -0.13; C -0.09; H 0.43; H 0.22; H 0.19; H 0.22

***

Arrangement two

C3H4N2 | ωB97M-V/def2-TZVPD

Atoms and positions in Å:
N (-1.43902, 0.88140, -0.11047)
N (-2.20645, -0.14129, -0.05994)
C (-0.99952, -1.04202, 0.19275)
C (-0.20352, 0.03105, 0.03846)
C (1.20434, 0.51225, 0.01409)
H (-1.00312, -2.12899, 0.14398)
H (1.12094, 1.26775, -0.80833)
H (1.74391, 0.88381, 0.88576)
H (1.78244, -0.26396, -0.29629)

Orbital gap (alpha / beta)   0.3112 / 0.3113 Ha
Molar mass   68.08 g/mol
LUMO energy (alpha / beta)   -0.70 / -0.70 eV

Here is what natural (NBO) gives for the atomic charges, in e: N -0.15; N -0.10; C -0.14; C 0.13; C -0.68; H 0.21; H 0.24; H 0.25; H 0.23

***

arrangement one (0.1595 hartree below the next structure)

***

Arrangement one

C4H5N2 | ωB97M-V/def2-TZVPD

Atoms and positions in Å:
N (0.53353, -1.04898, -0.02983)
N (1.91023, 0.65269, -0.04297)
C (1.82477, -0.66231, -0.02313)
C (-0.15004, 0.10959, -0.10394)
C (0.68772, 1.19125, -0.09620)
C (-2.42023, 0.23515, 0.08155)
H (-2.89868, -0.60780, 0.54858)
H (0.16275, -1.98862, -0.03988)
H (-2.82147, 1.19222, -0.19593)
H (2.67206, -1.31798, 0.00809)
H (0.49936, 2.24477, -0.10634)

Orbital gap (alpha / beta)   0.2101 / 0.2308 Ha
Molar mass   81.10 g/mol
Total charge   +1
LUMO energy (alpha / beta)   -8.40 / -8.03 eV

Here is what natural (NBO) gives for the atomic charges, in e: N -0.58; N -0.38; C 0.23; C 0.26; C -0.09; C 0.21; H 0.19; H 0.46; H 0.19; H 0.24; H 0.26

***

Arrangement two

C4H5N2 | ωB97M-V/def2-TZVPD

Atoms and positions in Å:
N (-0.02166, 0.24705, 0.54248)
N (-0.08527, -1.93949, -0.01222)
C (-1.07765, 1.09478, 0.65933)
C (-2.02333, 1.86950, 0.66160)
C (1.07792, 0.63774, -0.12281)
C (0.67441, -2.15117, -0.87435)
H (1.52456, 1.60087, -0.40821)
H (-2.60788, 2.70838, 0.50143)
H (1.68512, -0.29187, -0.23856)
H (-0.72038, -1.49099, 0.67235)
H (1.57414, -2.28480, -1.38105)

Orbital gap   0.3073 Ha
Molar mass   81.10 g/mol
Total charge   +1
LUMO energy   -5.42 eV

Here is what natural (NBO) gives for the atomic charges, in e: N -0.49; N -0.35; C 0.06; C -0.14; C 0.02; C 0.42; H 0.24; H 0.25; H 0.14; H 0.54; H 0.29

***

Arrangement three

C4H5N2 | ωB97M-V/def2-TZVPD

Atoms and positions in Å:
N (-2.05151, -0.24992, 0.06367)
N (-2.42545, 0.78897, -0.00797)
C (0.02410, -0.33924, 0.18323)
C (-1.04318, -1.14732, -0.07188)
C (1.45973, -0.19229, -0.03644)
C (0.47200, 0.99680, 0.02432)
H (0.07670, 1.46866, -0.76565)
H (-1.31195, -2.12115, -0.25230)
H (2.12456, -0.21478, 0.95358)
H (0.61566, 1.63535, 0.81325)
H (2.05933, -0.62509, -0.90381)

Orbital gap   0.3682 Ha
Molar mass   81.10 g/mol
Total charge   +1
LUMO energy   -6.04 eV

Here is what natural (NBO) gives for the atomic charges, in e: N 0.13; N 0.29; C 0.20; C -0.16; C -0.42; C -0.43; H 0.25; H 0.29; H 0.29; H 0.27; H 0.29

***

arrangement three (0.0621 hartree below the next structure)